Below is 7 unconnected molecules or ions with the total composition C16H40F18N3O6P4 at a distorted geometry, with properties calculated with wB97M-V/def2-TZVPD.

CARTESIAN COORDINATES (ANGSTROEM)
N  -1.151  -1.940  3.176
H  -0.678  -2.859  3.185
H  -0.966  -1.367  4.033
H  -2.149  -2.211  3.159
H  -1.018  -1.401  2.330
N  -1.166  0.246  6.445
O  -1.614  -0.265  5.386
O  -0.457  -0.403  7.217
O  -1.490  1.435  6.725
N  -4.137  -3.386  5.397
O  -5.221  -4.034  5.357
O  -3.443  -3.397  6.416
O  -3.811  -2.678  4.409
C  2.234  -2.034  -5.788
C  1.667  -1.845  -4.395
C  1.649  -0.374  -3.976
C  0.792  -0.245  -2.723
P  0.788  1.310  -1.810
C  0.044  2.597  -2.853
C  -1.123  2.150  -3.714
C  -1.428  3.118  -4.864
C  -2.446  2.625  -5.863
C  -0.173  1.084  -0.341
C  -1.681  1.300  -0.385
C  -2.384  0.790  0.865
C  -2.048  1.482  2.184
C  2.486  1.699  -1.380
C  2.846  3.160  -1.091
C  2.231  3.663  0.216
C  2.664  5.076  0.560
H  3.300  -1.803  -5.877
H  1.694  -1.381  -6.483
H  2.125  -3.040  -6.199
H  2.186  -2.459  -3.656
H  0.637  -2.209  -4.351
H  1.229  0.197  -4.812
H  2.656  0.000  -3.783
H  1.198  -0.945  -1.978
H  -0.268  -0.486  -2.833
H  0.787  3.139  -3.444
H  -0.319  3.345  -2.136
H  -2.090  2.064  -3.214
H  -0.945  1.170  -4.167
H  -0.487  3.378  -5.372
H  -1.730  4.107  -4.494
H  -2.034  1.847  -6.513
H  -2.665  3.432  -6.569
H  -3.392  2.270  -5.459
H  0.332  1.646  0.453
H  0.021  0.044  -0.029
H  -2.085  0.767  -1.252
H  -1.938  2.358  -0.545
H  -2.076  -0.259  0.960
H  -3.469  0.734  0.756
H  -1.009  1.341  2.488
H  -2.645  1.035  2.979
H  -2.194  2.567  2.160
H  3.087  1.382  -2.245
H  2.900  1.020  -0.625
H  2.488  3.795  -1.913
H  3.935  3.244  -1.112
H  2.487  2.946  1.001
H  1.143  3.666  0.100
H  3.706  5.207  0.846
H  2.000  5.597  1.252
H  2.506  5.705  -0.336
P  -1.030  -3.571  -0.855
F  -2.477  -4.218  -1.060
F  -0.777  -3.716  -2.478
F  -1.682  -2.077  -1.014
F  0.447  -2.848  -0.811
F  -1.200  -3.483  0.742
F  -0.312  -5.001  -0.627
P  0.092  -5.064  4.950
F  0.395  -5.332  6.519
F  0.305  -6.639  4.575
F  -1.458  -5.396  5.253
F  -0.345  -4.723  3.419
F  -0.093  -3.473  5.254
F  1.658  -4.814  4.660
P  2.356  0.239  2.902
F  1.663  -0.350  4.186
F  3.593  -0.783  3.107
F  1.516  -0.848  2.009
F  3.056  0.727  1.462
F  1.184  1.327  2.615
F  3.221  1.326  3.717

Force components x, y, z for each atom (eV/Å):
N -1.032 -0.353 0.053
H 0.385 0.454 -0.002
H -0.252 -0.339 0.099
H 0.014 0.146 0.851
H 0.720 -0.218 -0.013
N -0.314 0.342 0.190
O 0.331 0.177 -0.185
O 0.036 0.077 -0.172
O 0.093 -0.213 -0.119
N -0.336 0.240 0.466
O 0.190 0.045 -0.149
O -0.175 -0.073 -0.250
O 0.042 -0.151 -0.369
C -0.011 -0.004 -0.624
C -0.071 -0.201 0.075
C -0.528 -0.191 -0.125
C 0.402 0.231 0.816
P 0.164 -0.510 -0.233
C -0.251 0.768 0.711
C -0.829 -0.084 -1.168
C 0.825 0.711 0.193
C 0.148 0.123 -1.052
C 0.072 -0.408 1.096
C -0.555 0.366 -0.543
C 0.429 -0.650 0.555
C 0.357 0.011 -0.008
C 1.228 -0.048 -0.855
C -0.553 0.082 0.009
C 0.379 -0.153 0.131
C -0.574 1.037 -0.965
H -0.026 0.182 0.200
H 0.130 0.037 -0.023
H -0.123 -0.102 0.329
H 0.116 0.119 0.029
H 0.001 -0.039 -0.118
H 0.057 0.178 0.079
H 0.066 -0.034 -0.096
H -0.368 -0.124 0.032
H 0.110 -0.383 -0.200
H 0.163 -0.359 -0.102
H 0.074 0.017 -0.030
H 0.382 -0.211 0.675
H 0.121 0.019 0.070
H -0.077 -0.342 -0.208
H -0.236 -0.228 0.365
H -0.018 -0.243 0.316
H -0.195 0.048 0.148
H 0.083 0.014 0.281
H -0.216 0.103 -0.023
H 0.049 0.011 -0.167
H -0.014 -0.101 0.076
H 0.203 0.023 0.049
H -0.178 -0.004 -0.060
H 0.014 0.250 -0.369
H -0.068 -0.109 -0.111
H -0.024 0.209 0.127
H -0.296 -0.043 -0.061
H -0.300 0.177 -0.246
H -0.749 0.116 0.467
H 0.073 -0.019 -0.015
H 0.007 0.011 0.276
H -0.186 0.125 0.093
H -0.003 -0.087 0.120
H -0.005 -0.249 0.193
H 0.216 -0.486 0.537
H 0.327 -0.173 -0.062
P 1.249 -0.534 0.311
F -0.116 -0.137 0.155
F -0.364 0.352 -0.080
F -0.014 0.086 -0.366
F -0.127 0.188 0.349
F -0.199 0.539 -0.354
F -0.313 -0.009 -0.505
P -1.171 0.417 0.936
F 0.507 -0.218 -0.090
F 0.246 0.043 -0.059
F 0.024 0.223 -0.041
F 0.570 -0.219 -0.677
F 0.027 -0.507 0.155
F 0.071 -0.044 -0.275
P 0.561 -1.495 -0.341
F -0.325 0.699 0.429
F -0.070 -0.206 -0.544
F 0.163 0.153 -0.228
F 0.176 0.332 0.126
F 0.068 0.265 0.261
F -0.407 0.550 -0.144

Properties
HOMO-LUMO gap in hartree: 0.1414
Charge: -3
E_HOMO in eV: 0.24
Largest force on an atom in eV/A: 1.6
E in eV: -120079.8825